1.
{"formula": "C13H8F6N2O4PtS5", "method": "ωB97M-V with the def2-TZVPD basis set", "elements": ["Pt", "F", "C", "F", "F", "S", "O", "O", "N", "S", "O", "O", "C", "F", "F", "F", "S", "C", "C", "C", "C", "C", "C", "S", "H", "H", "H", "H", "S", "C", "C", "C", "C", "C", "N", "H", "H", "H", "H"], "coordinates": [[-0.34832, 0.33227, -0.14825], [2.34179, -0.33767, -3.65391], [2.63909, -0.04293, -2.39174], [1.76130, 0.89822, -1.96971], [3.85464, 0.47935, -2.34323], [2.52113, -1.57343, -1.34366], [1.13333, -1.60134, -0.89866], [2.94632, -2.60486, -2.23137], [3.54499, -1.35726, -0.19179], [3.21492, -0.63075, 1.17487], [1.94216, 0.06874, 1.18789], [3.56335, -1.42889, 2.30321], [4.44580, 0.73673, 1.13886], [4.02983, 1.70704, 0.31922], [4.55960, 1.23554, 2.36786], [5.63314, 0.30875, 0.72900], [0.10383, 2.28647, 0.88595], [-0.21788, 2.01991, 2.55778], [0.09082, 3.02186, 3.49776], [-0.19146, 2.82018, 4.82295], [-0.78804, 1.61820, 5.25158], [-1.10806, 0.64560, 4.34340], [-0.83033, 0.84446, 2.97538], [-1.31148, -0.33237, 1.81832], [0.55352, 3.94143, 3.15905], [0.05030, 3.58882, 5.54529], [-0.98907, 1.46058, 6.30275], [-1.56184, -0.28610, 4.65889], [-2.04567, 1.64473, -0.91854], [-1.84803, 0.75598, -2.43447], [-2.27876, 1.10697, -3.70485], [-1.95253, 0.25025, -4.74160], [-1.21340, -0.90737, -4.49258], [-0.81456, -1.17194, -3.19882], [-1.14494, -0.34585, -2.19872], [-2.82633, 2.02544, -3.86410], [-2.25840, 0.49002, -5.75237], [-0.94762, -1.58802, -5.28909], [-0.23736, -2.04587, -2.93073]], "atomic_forces_ev_per_a": [[-1.161, 0.878, 0.189], [-0.105, 0.092, -0.019], [0.072, -0.024, 0.050], [-0.011, 0.054, 0.002], [-0.065, -0.006, -0.062], [0.076, -0.233, 0.293], [0.060, 0.024, -0.190], [-0.025, 0.049, 0.051], [-0.115, 0.026, -0.052], [-0.253, -0.055, 0.073], [0.178, -0.340, -0.002], [0.040, 0.014, -0.108], [0.012, 0.082, -0.010], [0.057, -0.059, 0.012], [0.013, 0.062, -0.040], [0.018, 0.025, 0.056], [0.459, 0.265, -0.261], [-0.237, -0.278, 1.136], [-0.034, -0.279, -0.612], [-0.256, -0.400, 0.494], [0.308, 0.678, 0.104], [-0.022, -0.317, -0.803], [0.454, 1.129, 0.978], [0.121, -0.475, -1.386], [0.012, -0.016, 0.024], [0.006, -0.031, 0.001], [-0.002, 0.009, -0.016], [-0.028, 0.016, 0.041], [0.146, -0.377, -0.132], [-0.270, -0.007, 0.057], [-0.008, 0.070, 0.084], [0.096, -0.102, 0.005], [-0.125, 0.090, -0.044], [-0.117, 0.119, -0.005], [0.674, -0.718, 0.056], [0.001, -0.022, -0.031], [-0.014, -0.020, 0.030], [-0.016, 0.032, 0.014], [0.059, 0.046, 0.024]], "nbo_charge": [0.901, -0.308, 0.709, -0.341, -0.296, 2.269, -1.012, -0.899, -1.216, 2.263, -1.000, -0.893, 0.720, -0.315, -0.307, -0.301, 0.159, -0.265, -0.200, -0.204, -0.206, -0.238, -0.151, 0.213, 0.222, 0.221, 0.222, 0.221, 0.164, 0.047, -0.266, -0.119, -0.262, 0.080, -0.564, 0.239, 0.230, 0.239, 0.241], "e_tot_ev": -98506.8017, "homo_lumo_gap_ev": 5.411, "fmax_ev_per_a": 1.56, "homo_energy_ev": -8.26, "de_lowest_kj_mol": 88.2}

=====

2.
{"formula": "C13H8N2O3S", "method": "ωB97M-V with the def2-TZVPD basis set", "elements": ["O", "C", "N", "C", "N", "C", "C", "C", "C", "C", "C", "C", "O", "S", "C", "C", "C", "C", "O", "H", "H", "H", "H", "H", "H", "H", "H"], "coordinates": [[-1.80516, -1.77674, 0.02406], [-2.14879, -0.62569, 0.01254], [-1.26364, 0.45211, 0.00811], [0.10094, 0.36761, 0.00635], [0.71726, -0.72999, -0.00049], [2.07505, -0.86386, -0.00371], [2.56009, -2.17718, -0.01056], [3.91239, -2.42801, -0.01549], [4.82146, -1.37187, -0.01355], [4.36534, -0.07472, -0.00676], [2.99154, 0.20722, -0.00173], [2.62713, 1.61202, 0.00475], [3.37789, 2.54787, 0.00463], [0.85266, 1.99481, 0.01323], [-3.55351, -0.18466, -0.00007], [-4.15760, 1.05354, -0.03900], [-5.54525, 0.81489, -0.03689], [-5.68708, -0.54359, 0.00266], [-4.50150, -1.14431, 0.02421], [-1.64575, 1.38710, 0.00875], [1.83189, -2.97218, -0.01180], [4.27209, -3.44605, -0.02107], [5.88234, -1.57011, -0.01761], [5.05190, 0.75878, -0.00527], [-3.68971, 2.01726, -0.06728], [-6.32566, 1.54692, -0.06154], [-6.55931, -1.16736, 0.01838]], "atomic_forces_ev_per_a": [[-0.308, 0.007, 0.006], [0.053, -0.231, 0.000], [-0.429, 0.328, 0.002], [1.048, 0.515, -0.001], [-0.838, -0.347, -0.003], [0.680, 0.416, 0.000], [0.073, 0.107, 0.001], [-0.045, 0.057, 0.000], [0.090, 0.054, 0.000], [-0.061, 0.022, 0.000], [0.422, -0.726, -0.002], [-0.654, 0.224, -0.003], [0.070, 0.083, 0.003], [0.015, -0.247, 0.000], [-0.340, 0.900, -0.033], [0.546, -0.733, 0.028], [-0.267, -0.567, 0.018], [-0.494, 0.899, -0.029], [0.482, -0.487, 0.017], [-0.040, -0.213, 0.004], [-0.079, -0.076, -0.001], [0.013, -0.094, 0.000], [0.088, -0.012, 0.000], [0.048, 0.033, 0.000], [0.158, 0.172, -0.008], [-0.206, 0.095, -0.004], [-0.027, -0.179, 0.005]], "nbo_charge": [-0.510, 0.643, -0.630, 0.336, -0.492, 0.265, -0.232, -0.166, -0.232, -0.131, -0.256, 0.444, -0.541, 0.184, 0.137, -0.256, -0.323, 0.131, -0.353, 0.408, 0.236, 0.218, 0.218, 0.234, 0.221, 0.235, 0.210], "e_tot_ev": -33568.5555, "homo_lumo_gap_ev": 8.545, "fmax_ev_per_a": 1.17, "smiles": "O=C(Nc1nc2ccccc2c(=O)s1)c1ccco1", "homo_energy_ev": -8.72}

=====

3.
{"formula": "C13H9BeN2O5Se", "method": "ωB97M-V with the def2-TZVPD basis set", "elements": ["O", "C", "Be", "C", "O", "C", "O", "C", "O", "C", "O", "H", "C", "N", "C", "Se", "N", "C", "C", "C", "C", "C", "C", "H", "H", "H", "H", "H", "H", "H", "H"], "coordinates": [[-0.24662, -0.09290, -2.10750], [-0.51302, 0.72611, -1.26530], [-0.17200, 1.87714, -0.16578], [0.38337, 0.62412, 1.14149], [-0.00142, 0.83160, 2.27616], [1.45106, -0.45964, 0.85010], [2.58397, -0.09209, 0.49605], [-1.76531, 1.33909, -0.76643], [-2.95071, 1.27619, -0.90141], [1.06579, -1.83500, 1.15495], [-0.07726, -2.26041, 1.16436], [2.01228, -2.36991, 1.32754], [0.81859, 5.48647, 2.48695], [1.71603, 4.36352, 2.30967], [1.79227, 3.57694, 1.19493], [0.82827, 3.84395, -0.37588], [2.60085, 2.52707, 1.51827], [2.97358, 2.59788, 2.85842], [3.46477, 1.59855, 3.68684], [3.43620, 1.85261, 5.06439], [2.89220, 3.04663, 5.57639], [2.35195, 4.02230, 4.72658], [2.42748, 3.77125, 3.36191], [0.54891, 5.86943, 1.49966], [1.33398, 6.25446, 3.07112], [-0.09051, 5.18666, 3.02609], [2.80546, 1.71721, 0.91521], [3.83346, 0.67797, 3.23651], [3.83051, 1.11058, 5.75938], [2.88476, 3.20817, 6.65562], [1.88314, 4.94243, 5.07342]], "atomic_forces_ev_per_a": [[-1.608, 1.342, 2.140], [5.016, -3.638, -4.856], [0.823, 1.364, 0.922], [-1.212, 0.254, 1.782], [0.790, -0.424, -2.176], [1.746, 3.608, -0.668], [-2.646, -1.477, 0.736], [-6.982, 1.754, 2.303], [3.525, -0.289, -0.392], [-0.894, -2.244, -0.086], [2.044, 1.047, 0.007], [-0.361, -0.929, 0.203], [-0.161, 0.429, 0.001], [0.094, -0.740, -0.848], [0.972, -0.317, 2.243], [-0.420, -0.639, -0.401], [-0.256, 0.553, -0.571], [-0.577, -0.233, -0.023], [0.315, 0.149, 0.462], [0.104, -0.068, -0.537], [-0.111, 0.474, -0.364], [0.434, -0.116, 0.308], [-0.657, -0.346, -0.190], [0.029, 0.064, 0.329], [-0.113, -0.057, -0.239], [0.256, -0.052, -0.163], [-0.109, 0.620, 0.109], [0.005, 0.113, 0.383], [-0.142, 0.200, -0.237], [-0.053, -0.058, -0.367], [0.150, -0.341, 0.190]], "nbo_charge": [-0.285, -0.062, 1.339, 0.102, -0.434, 0.393, -0.471, 0.183, -0.237, 0.321, -0.389, 0.162, -0.419, -0.329, 0.279, -0.182, -0.551, 0.173, -0.235, -0.182, -0.185, -0.205, 0.092, 0.244, 0.233, 0.228, 0.464, 0.234, 0.240, 0.242, 0.238], "e_tot_ev": -92580.8665, "homo_lumo_gap_ev": [5.863, 6.107], "fmax_ev_per_a": 7.87, "charge": 1, "homo_energy_ev": [-12.31, -12.37]}

=====

Question: Number 3 is which compound?
Answer: C13H9BeN2O5Se

=====

Question: Number 3 is which compound?
Answer: C13H9BeN2O5Se